This record from the Open Molecules 2025 dataset describes a structure of composition C4H3LiO6Tl in a non-equilibrium geometry. The level of theory is ωB97M-V/def2-TZVPD.

Values from the calculation:
* HOMO energy (spin up / spin down): -8.235 / -8.431 eV
* multiplicity: 2
* net charge: 0

XYZ file:
```
15
Properties=species:S:1:pos:R:3:forces:R:3:lowdin_spin:R:1
O 3.772305 -0.362285 -1.468255 0.1874 0.2383 -0.1366 0.0020
Tl -5.242048 -0.273670 2.134683 -5.1614 -1.0536 0.4435 0.0030
Li 4.415765 1.377381 -2.107914 -0.6343 -0.4695 0.5042 0.0018
O 2.762160 1.556013 -1.036047 0.1313 0.4745 -0.0771 0.0013
C 0.820389 0.233341 0.283423 -0.8340 0.6966 -2.0642 0.0829
H -1.366976 -0.082476 -2.053586 -0.0063 0.0417 -0.0422 0.7904
C -2.471340 -0.589199 1.348111 0.5230 -0.7718 -3.9853 0.0015
O -3.349130 0.082958 1.962199 4.4707 1.7114 1.1789 -0.0003
O -2.646564 -1.676739 0.800548 0.3210 0.2631 1.2534 0.0077
H -0.544401 -1.346765 -0.140613 -0.1406 0.3840 -0.1511 0.0147
O 1.862100 -0.411737 -0.365888 -0.4274 -0.2802 0.4266 0.0198
O -1.395051 0.192713 0.999089 -0.2807 0.4831 0.4793 0.0053
C 2.835578 0.306817 -0.970296 0.2701 -0.0646 -0.3076 0.0026
C -0.415747 -0.309508 0.173889 1.3919 -1.2619 1.7877 0.0649
H 0.962966 1.303156 0.440655 0.1892 -0.3913 0.6904 0.0025
```
Positions in Å, forces in eV/Å.

This record from the Open Molecules 2025 dataset describes the molecule C4H5BrN2 in a non-equilibrium geometry. The level of theory is ωB97M-V/def2-TZVPD.

Values from the calculation:
* HOMO energy (spin up / spin down): -9.966 / -9.966 eV
* multiplicity: 1
* net charge: 0

XYZ file:
```
12
Properties=species:S:1:pos:R:3:forces:R:3:mulliken_charge:R:1
N -0.115031 -1.231923 -0.634217 1.7817 -0.8816 -1.3790 -0.8362
H 2.385780 -0.439397 -0.719132 -1.4509 1.6387 0.2433 0.2770
H -2.705110 -0.204934 1.137576 2.2962 0.5903 -0.8760 0.2977
C -1.339533 -1.341922 -0.198124 0.2412 0.7742 1.7587 -0.1362
H 2.002333 1.003909 0.293923 0.4413 0.6526 0.1409 0.3572
H 1.752450 1.095932 -1.553661 -0.5672 -0.8499 1.7214 0.2357
Br 0.150194 2.615148 1.484056 -1.3951 -2.9228 -1.3924 -0.2717
C -1.685276 -0.236095 0.595518 -3.7619 -0.1805 1.0946 -0.1263
C 1.676934 0.480937 -0.578743 1.6573 -1.7707 -1.7525 -0.7777
H -1.892111 -2.237762 -0.052701 -0.1087 -0.8548 -1.0163 0.3709
N 0.374064 -0.033771 -0.228241 -0.8716 -0.7231 -0.9090 0.6680
C -0.604694 0.529878 0.453745 1.7376 4.5276 2.3663 -0.0584
```
Positions in Å, forces in eV/Å.

Relative energy (zero: lowest compared OMol25 entry of this formula, charge and spin), record by record: 137.3, 255.9 kJ/mol